(1)
Density functional theory data (the ωB97M-V functional and the def2-TZVPD basis) for the ion C6H14NO with charge -1 in a non-equilibrium geometry.

XYZ file:
```
22
Properties=species:S:1:pos:R:3:forces:R:3
C -1.894 -1.671 -1.704 0.2 -0.7 0.2
C -0.970 -1.217 -0.575 0.4 0.8 -0.7
C -0.502 0.224 -0.807 -0.1 0.2 1.0
C 0.662 0.633 0.139 -0.2 -0.4 -1.2
C 1.341 1.863 -0.456 -0.4 0.4 -0.2
N 0.227 0.708 1.494 -0.1 -0.6 0.2
C 1.051 -0.219 2.502 0.2 1.2 -1.1
O 2.346 -0.098 2.517 0.4 0.3 -0.1
H -2.416 -2.607 -1.474 -0.3 0.3 0.2
H -2.594 -0.879 -1.950 -0.3 0.0 -0.1
H -1.322 -1.943 -2.594 0.1 0.4 -0.1
H -1.443 -1.211 0.398 -0.1 -0.4 0.2
H -0.068 -1.832 -0.567 -0.1 -0.3 0.3
H -1.296 0.904 -0.476 -0.3 0.0 -0.6
H -0.243 0.380 -1.856 0.0 0.1 -0.1
H 1.358 -0.197 0.029 0.5 -0.1 0.4
H 1.619 1.661 -1.498 0.4 -0.1 0.2
H 2.178 2.210 0.145 0.2 -0.2 0.0
H 0.651 2.712 -0.558 -0.2 -0.1 0.3
H 0.017 1.654 1.785 0.5 0.0 0.3
H 0.738 -1.203 2.077 -0.5 -0.2 0.7
H 0.560 0.129 3.430 -0.5 -0.7 0.4
```
Forces are in eV/Å.

Output
- Spin multiplicity: 1
- Lowest unoccupied orbital energy: 3.730 eV
- Gap between HOMO and LUMO: 6.3 eV
- SMILES string: CCC[C@@H](C)NC[O-]
- Total charge: -1
- Total energy: -9986.001 eV

(2)
Density functional theory data (the ωB97M-V functional and the def2-TZVPD basis) for a cluster of 2 separate species, C6H14NO in total in a non-equilibrium geometry.

XYZ file:
```
22
Properties=species:S:1:pos:R:3:forces:R:3
C 2.187 -0.319 0.773 0.7 0.2 0.2
O 3.412 0.238 0.344 -0.1 0.4 -0.4
C 1.611 -1.270 -0.240 -0.2 -0.3 -0.6
C -0.495 1.939 0.225 -1.4 0.1 0.4
C -1.547 1.177 -0.165 0.2 0.2 -0.8
C -2.086 0.195 0.641 0.0 -0.2 0.5
C -3.114 -0.722 0.179 -0.2 0.1 0.5
N 1.139 -0.581 -1.446 -0.3 -0.5 0.2
H 2.456 -0.814 1.707 -0.3 -0.1 0.0
H 1.470 0.487 0.992 -0.1 0.0 0.1
H 3.270 0.775 -0.452 0.1 -0.3 0.2
H 0.782 -1.870 0.174 0.3 0.2 0.1
H -0.141 2.653 -0.497 0.7 0.2 0.2
H -0.233 1.936 1.270 0.7 0.1 0.1
H -1.918 1.299 -1.172 -0.1 -0.2 -0.2
H -1.691 0.075 1.654 0.0 0.0 -0.2
H -3.887 -0.197 -0.388 0.1 -0.1 -0.1
H -3.537 -1.292 0.996 -0.1 -0.1 0.0
H -2.617 -1.425 -0.500 0.0 -0.1 -0.2
H 0.831 0.362 -1.296 0.2 0.2 -0.1
H 1.697 -0.678 -2.276 0.2 0.1 0.0
H 2.409 -1.967 -0.523 -0.3 0.0 0.1
```
Forces are in eV/Å.

Output
- Spin multiplicity: 1
- Lowest unoccupied orbital energy: -7.179 eV
- Gap between HOMO and LUMO: 5.5 eV
- Total charge: +1
- Total energy: -9976.879 eV

(3)
Density functional theory data (the ωB97M-V functional and the def2-TZVPD basis) for the ion C6H14NO with charge +1 in a non-equilibrium geometry.

XYZ file:
```
22
Properties=species:S:1:pos:R:3:forces:R:3
C -1.512 3.048 -1.590 -1.1 2.1 1.8
C -0.729 2.358 -0.480 -1.2 2.0 -0.9
C -0.670 1.056 -0.472 1.4 -2.7 0.0
C -0.160 0.167 0.673 -0.3 0.2 0.3
C 0.265 -1.351 0.489 0.1 2.7 -1.8
N 0.197 -2.031 1.836 2.0 0.8 0.9
C 1.658 -1.460 -0.285 -3.5 2.4 0.5
O 1.964 -2.781 -0.219 1.5 -1.3 -1.0
H -1.372 2.463 -2.438 -0.2 -0.5 -1.9
H -2.574 3.075 -1.265 0.3 -0.7 -0.3
H -1.463 4.179 -1.765 1.2 -1.7 0.2
H -0.467 3.044 0.302 0.6 -0.3 0.7
H -1.010 0.418 -1.274 -0.5 0.5 -0.7
H -1.104 0.220 1.267 1.1 -0.4 0.7
H 0.716 0.708 1.079 -0.7 -0.3 0.6
H -0.414 -1.894 -0.149 -0.6 -0.2 0.0
H -0.689 -1.846 2.312 -0.1 0.2 -0.3
H 0.978 -1.629 2.525 -1.8 -1.6 -1.8
H 0.226 -3.048 1.639 0.7 0.4 0.7
H 1.478 -0.961 -1.283 -0.2 -1.2 0.5
H 2.252 -0.666 0.130 1.5 -0.4 1.0
H 2.430 -3.067 -1.030 -0.2 0.0 0.7
```
Forces are in eV/Å.

Output
- Spin multiplicity: 1
- Lowest unoccupied orbital energy: -3.531 eV
- Gap between HOMO and LUMO: 9.1 eV
- SMILES string: C/C=C/C[C@H]([NH3+])CO
- Total charge: +1
- Total energy: -9977.946 eV

(4)
Density functional theory data (the ωB97M-V functional and the def2-TZVPD basis) for a cluster of 2 separate species, C6H14NS in total in a non-equilibrium geometry.

XYZ file:
```
22
Properties=species:S:1:pos:R:3:forces:R:3
C -3.716 1.048 0.652 -0.2 -0.4 0.4
C -2.924 1.937 -0.287 0.2 0.0 0.8
C -1.777 1.205 -0.945 1.3 1.8 0.5
S -0.387 0.897 0.233 -0.6 0.1 -0.1
H -3.839 0.031 0.221 -0.3 0.5 0.2
H -4.687 1.505 0.913 0.2 -0.4 -0.1
H -3.131 0.911 1.579 -0.3 0.0 -0.4
H -3.525 2.445 -1.038 -0.4 -0.1 -0.2
H -2.470 2.710 0.340 0.0 0.2 -0.2
H -1.417 1.944 -1.679 0.1 -0.6 -0.3
H -2.110 0.312 -1.416 -0.3 -0.9 -0.6
C 1.133 -2.110 -0.033 1.0 -0.5 1.3
C 2.559 -1.569 0.029 0.6 -0.9 -0.7
C 3.614 -2.266 -0.494 -0.4 1.2 0.7
N 2.634 -0.326 0.626 0.1 -0.1 -0.1
H 0.605 -1.630 -0.824 -0.5 0.5 -0.4
H 0.612 -1.906 0.923 0.2 0.1 -0.6
H 1.134 -3.187 -0.181 0.1 -0.1 -0.1
H 4.634 -1.843 -0.477 -0.6 -0.3 -0.1
H 3.445 -3.230 -0.934 0.1 -0.3 -0.1
H 1.727 0.137 0.537 0.2 0.5 0.0
H 3.438 0.260 0.394 -0.5 -0.4 0.0
```
Forces are in eV/Å.

Output
- Spin multiplicity: 1
- Lowest unoccupied orbital energy: 3.944 eV
- Gap between HOMO and LUMO: 6.7 eV
- Total charge: -1
- Total energy: -18774.900 eV

(5)
Density functional theory data (the ωB97M-V functional and the def2-TZVPD basis) for a cluster of 3 separate species, C6H14NS in total in a non-equilibrium geometry.

XYZ file:
```
22
Properties=species:S:1:pos:R:3:forces:R:3
C -1.416 -0.254 -0.635 0.9 1.8 -0.1
N -1.273 -0.608 0.650 0.2 0.5 -2.1
C 0.095 -0.318 1.089 -1.0 0.3 0.6
C 0.133 -0.558 2.564 0.1 2.2 2.3
S 1.663 0.175 3.568 -1.0 -1.0 -1.0
C 1.044 -1.184 0.323 2.2 1.5 2.4
C -0.604 0.586 -1.547 -2.6 -1.8 0.3
C -1.023 0.430 -3.052 0.0 -0.3 1.4
H 0.350 -2.080 -1.257 -0.6 -1.5 -1.6
H -2.347 -0.621 -1.093 0.0 -0.1 -0.1
H 1.560 3.072 1.720 0.2 0.5 0.4
H 0.347 0.770 1.009 0.0 -0.6 -0.4
H -0.706 0.094 2.944 0.6 -0.9 -0.2
H -0.108 -1.580 2.832 0.2 -0.3 0.0
H 0.642 -1.388 -0.660 -0.1 0.6 -1.1
H 1.926 -0.547 0.215 0.5 -0.6 -0.4
H 1.304 -2.139 0.770 -0.1 0.0 0.3
H 1.818 3.726 2.020 -0.2 -0.5 -0.3
H 0.037 1.388 -1.177 0.1 -0.5 -0.3
H -0.414 -0.355 -3.547 -0.1 0.3 -0.1
H -0.941 1.354 -3.647 -0.1 -0.1 0.1
H -2.087 0.036 -3.091 0.9 0.5 -0.1
```
Forces are in eV/Å.

Output
- Spin multiplicity: 2
- Lowest unoccupied orbital energy (alpha / beta): 6.214 / 6.211 eV
- Gap between HOMO and LUMO (alpha / beta): 5.1 / 5.1 eV
- Total charge: -2
- Total energy: -18766.382 eV

(6)
Density functional theory data (the ωB97M-V functional and the def2-TZVPD basis) for a structure of composition C6H14O.

XYZ file:
```
21
Properties=species:S:1:pos:R:3:forces:R:3
C 2.020 -1.756 0.436 -0.5 0.2 0.3
O 1.455 -0.313 -1.270 -0.2 0.2 -0.1
C 0.825 0.749 -0.879 0.2 0.1 0.0
C -0.655 0.395 0.027 -0.2 -0.2 0.3
C -1.149 1.788 0.426 0.2 0.1 -0.1
C -1.594 -0.298 -0.954 0.1 0.0 -0.2
C -0.252 -0.458 1.131 -0.2 0.1 -0.1
H 1.948 -2.300 1.385 -0.1 0.1 -0.1
H 2.841 -1.042 0.424 -0.3 -0.2 -0.1
H 1.972 -2.422 -0.428 -0.1 0.5 0.2
H 0.394 1.389 -1.690 -0.2 -0.6 0.3
H 1.411 1.425 -0.212 -0.2 -0.1 0.1
H -0.477 2.252 1.154 -0.1 0.0 -0.1
H -2.167 1.808 0.844 0.3 -0.3 -0.1
H -1.167 2.418 -0.470 0.0 0.0 0.1
H -1.123 -1.210 -1.329 0.0 0.1 -0.1
H -1.795 0.368 -1.799 0.0 -0.1 0.0
H -2.567 -0.574 -0.519 0.3 0.2 0.1
H 0.847 -1.059 0.692 0.6 -0.1 -0.2
H -0.755 -1.413 1.296 -0.1 0.2 -0.1
H -0.003 0.035 2.072 0.2 -0.1 -0.2
```
Forces are in eV/Å.

Output
- Spin multiplicity: 1
- Lowest unoccupied orbital energy (alpha / beta): -0.820 / -0.887 eV
- Gap between HOMO and LUMO (alpha / beta): 7.6 / 7.5 eV
- Total charge: 0
- Total energy: -8491.763 eV

(7)
Density functional theory data (the ωB97M-V functional and the def2-TZVPD basis) for an isolated molecule of C6H14O.

XYZ file:
```
21
Properties=species:S:1:pos:R:3:forces:R:3
C -2.152 -0.180 -1.240 0.0 0.0 0.0
C -1.089 -0.430 -0.169 0.0 0.0 0.0
C -1.678 -0.236 1.230 0.0 0.0 0.1
C 0.142 0.474 -0.375 0.0 0.0 0.0
C 1.475 -0.205 -0.063 0.0 0.2 -0.3
C 2.620 0.800 0.005 0.0 0.0 0.0
O 1.344 -0.894 1.175 0.2 -0.2 0.1
H -3.040 -0.799 -1.065 0.1 0.1 0.0
H -1.773 -0.410 -2.243 0.0 0.0 0.1
H -2.473 0.870 -1.236 0.0 -0.1 0.0
H -0.758 -1.475 -0.252 0.0 0.1 0.0
H -2.479 -0.958 1.429 0.1 0.1 0.0
H -2.105 0.772 1.326 0.1 -0.1 0.0
H -0.904 -0.357 1.994 -0.1 0.0 -0.1
H 0.043 1.376 0.246 0.0 -0.1 -0.1
H 0.194 0.820 -1.416 0.0 -0.1 0.1
H 1.676 -0.937 -0.865 0.0 0.1 0.1
H 2.458 1.474 0.853 0.0 -0.1 -0.1
H 2.683 1.398 -0.911 0.0 -0.1 0.1
H 3.585 0.297 0.146 -0.1 0.1 0.0
H 2.152 -1.405 1.312 -0.1 0.1 0.1
```
Forces are in eV/Å.

Output
- Spin multiplicity: 1
- Lowest unoccupied orbital energy: 0.933 eV
- Gap between HOMO and LUMO: 11.2 eV
- SMILES string: CC(C)C[C@@H](C)O
- Total charge: 0
- Total energy: -8496.679 eV

(8)
Density functional theory data (the ωB97M-V functional and the def2-TZVPD basis) for an isolated molecule of C6H14O.

XYZ file:
```
21
Properties=species:S:1:pos:R:3:forces:R:3
C 1.213 -1.065 -1.337 0.0 0.0 0.0
C 0.829 -0.849 0.129 0.0 0.0 0.0
C 0.806 -2.182 0.877 0.0 0.0 0.0
C -0.519 -0.127 0.267 0.0 0.0 0.0
C -0.459 1.363 -0.052 -0.2 -0.2 -0.3
C -1.833 2.019 0.027 0.0 0.0 0.0
O 0.442 1.943 0.883 0.1 0.1 0.0
H 2.207 -1.519 -1.418 -0.1 0.1 0.0
H 1.230 -0.126 -1.902 0.0 -0.1 0.1
H 0.502 -1.741 -1.831 0.1 0.1 0.1
H 1.583 -0.203 0.597 -0.1 -0.1 -0.1
H 1.764 -2.705 0.781 -0.1 0.1 0.0
H 0.026 -2.845 0.479 0.1 0.1 0.0
H 0.607 -2.032 1.944 0.0 0.0 -0.2
H -0.886 -0.225 1.299 0.1 0.0 -0.1
H -1.265 -0.606 -0.384 0.1 0.1 0.1
H -0.068 1.500 -1.074 0.0 0.0 0.2
H -2.282 1.851 1.012 0.1 0.0 -0.1
H -2.503 1.608 -0.737 0.1 0.0 0.1
H -1.761 3.101 -0.140 0.0 -0.2 0.0
H 0.567 2.862 0.633 0.0 0.1 0.1
```
Forces are in eV/Å.

Output
- Spin multiplicity: 1
- Lowest unoccupied orbital energy: 0.973 eV
- Gap between HOMO and LUMO: 11.2 eV
- SMILES string: CC(C)C[C@@H](C)O
- Total charge: 0
- Total energy: -8496.762 eV

(9)
Density functional theory data (the ωB97M-V functional and the def2-TZVPD basis) for a cluster of 2 separate species, C6H14O in total in a non-equilibrium geometry.

XYZ file:
```
21
Properties=species:S:1:pos:R:3:forces:R:3
C 0.579 -0.279 -0.479 -0.2 -1.1 -0.6
C -0.378 -1.532 -0.643 0.9 0.5 -0.6
C -1.748 -1.261 -0.120 -0.3 -0.2 1.3
C -1.571 -0.836 1.354 -1.0 0.5 0.2
C -0.770 0.483 1.479 -0.7 0.0 0.1
C 0.639 0.305 0.960 0.3 0.0 -0.4
H 0.216 0.527 -1.145 0.2 -0.3 0.2
H 1.561 -0.617 -0.863 -0.3 0.5 0.3
H 0.100 -2.375 -0.109 -0.4 0.2 -0.2
H -0.584 -1.863 -1.679 1.1 0.3 0.1
H -2.326 -2.200 -0.225 0.0 0.5 0.3
H -2.261 -0.482 -0.716 0.2 -0.2 0.3
H -2.558 -0.678 1.828 0.4 -0.2 -0.1
H -1.052 -1.637 1.916 -0.2 0.3 -0.3
H -1.277 1.260 0.876 0.1 -0.2 0.3
H -0.773 0.820 2.533 0.0 -0.1 -0.5
H 1.153 1.283 0.890 -0.1 -0.4 0.2
H 1.171 -0.302 1.718 0.1 0.0 -0.7
O 3.604 2.901 -2.412 -1.0 0.7 -0.3
H 3.041 3.476 -1.846 0.6 -0.6 -0.6
H 3.234 3.005 -3.317 0.4 -0.1 1.0
```
Forces are in eV/Å.

Output
- Spin multiplicity: 1
- Lowest unoccupied orbital energy: 0.812 eV
- Gap between HOMO and LUMO: 11.1 eV
- SMILES string: C1CCCCC1.O
- Total charge: 0
- Total energy: -8496.532 eV

(10)
Density functional theory data (the ωB97M-V functional and the def2-TZVPD basis) for a structure of composition C6H14O.

XYZ file:
```
21
Properties=species:S:1:pos:R:3:forces:R:3
C -1.780 -0.636 -1.147 0.0 0.0 0.0
C -1.691 -0.694 0.351 -0.1 0.2 -0.2
C -2.452 0.417 1.015 0.0 0.0 0.1
C 0.359 0.309 0.529 0.0 0.2 0.0
C 1.560 -0.296 -0.168 -0.2 0.3 -0.2
C 2.693 0.716 -0.323 0.1 0.0 0.0
O 1.965 -1.399 0.626 0.2 -0.2 -0.1
H -2.747 -1.106 -1.382 0.1 0.1 0.0
H -1.018 -1.247 -1.643 -0.1 0.1 0.1
H -1.795 0.372 -1.601 0.0 -0.1 0.1
H -0.388 -0.624 0.732 0.1 0.0 0.0
H -3.496 0.070 1.031 0.1 0.0 0.0
H -2.449 1.394 0.499 0.0 -0.1 0.0
H -2.159 0.560 2.061 0.0 0.0 -0.2
H 0.604 0.627 1.549 0.0 -0.1 -0.1
H -0.070 1.142 -0.030 0.0 -0.2 0.1
H 1.251 -0.642 -1.170 0.0 0.0 0.2
H 3.013 1.073 0.661 -0.1 0.0 -0.1
H 2.382 1.577 -0.926 0.0 -0.1 0.1
H 3.556 0.254 -0.818 -0.1 0.1 0.1
H 2.663 -1.869 0.154 -0.1 0.0 0.1
```
Forces are in eV/Å.

Output
- Spin multiplicity: 1
- Lowest unoccupied orbital energy: 0.912 eV
- Gap between HOMO and LUMO: 8.5 eV
- Total charge: 0
- Total energy: -8492.588 eV

(11)
Density functional theory data (the ωB97M-V functional and the def2-TZVPD basis) for a cluster of 2 separate species, C6H14O in total.

XYZ file:
```
21
Properties=species:S:1:pos:R:3:forces:R:3
C 0.638 2.245 -1.844 0.1 0.0 -0.1
C 0.205 2.055 -0.608 -0.1 0.1 0.1
C -1.126 1.484 -0.224 0.2 -0.6 -0.2
C -1.073 0.461 0.929 0.0 0.2 0.0
C -0.267 -0.796 0.624 0.0 0.3 -0.3
O -0.347 -1.660 1.734 -0.1 0.1 0.0
C 0.397 -2.837 1.550 0.1 -0.3 0.0
H 0.076 1.878 -2.700 0.1 0.1 0.1
H 1.563 2.779 -2.028 0.0 -0.1 -0.1
H 0.759 2.477 0.232 0.1 -0.1 -0.1
H -1.659 2.379 0.081 -0.6 -0.1 0.3
H -1.650 1.047 -1.094 0.2 0.2 0.2
H -2.088 0.151 1.203 0.1 0.1 0.0
H -0.632 0.937 1.814 -0.1 -0.1 -0.1
H -0.659 -1.301 -0.278 0.1 0.1 0.1
H 0.788 -0.539 0.425 -0.1 0.0 0.0
H 0.039 -3.412 0.681 0.0 0.1 0.1
H 0.276 -3.443 2.451 0.0 0.1 -0.1
H 1.469 -2.625 1.404 -0.2 0.0 0.0
H 1.888 -0.840 -2.372 0.0 -0.1 0.0
H 1.401 -0.441 -1.981 0.0 0.0 0.0
```
Forces are in eV/Å.

Output
- Spin multiplicity: 1
- Lowest unoccupied orbital energy: 1.182 eV
- Gap between HOMO and LUMO: 10.8 eV
- SMILES string: C=CCCCOC.[H][H]
- Total charge: 0
- Total energy: -8494.473 eV

> What is the formula in the second record?

C6H14NO

Please write out number 10 again, unchanged.
Density functional theory data (the ωB97M-V functional and the def2-TZVPD basis) for a structure of composition C6H14O.

XYZ file:
```
21
Properties=species:S:1:pos:R:3:forces:R:3
C -1.780 -0.636 -1.147 0.0 0.0 0.0
C -1.691 -0.694 0.351 -0.1 0.2 -0.2
C -2.452 0.417 1.015 0.0 0.0 0.1
C 0.359 0.309 0.529 0.0 0.2 0.0
C 1.560 -0.296 -0.168 -0.2 0.3 -0.2
C 2.693 0.716 -0.323 0.1 0.0 0.0
O 1.965 -1.399 0.626 0.2 -0.2 -0.1
H -2.747 -1.106 -1.382 0.1 0.1 0.0
H -1.018 -1.247 -1.643 -0.1 0.1 0.1
H -1.795 0.372 -1.601 0.0 -0.1 0.1
H -0.388 -0.624 0.732 0.1 0.0 0.0
H -3.496 0.070 1.031 0.1 0.0 0.0
H -2.449 1.394 0.499 0.0 -0.1 0.0
H -2.159 0.560 2.061 0.0 0.0 -0.2
H 0.604 0.627 1.549 0.0 -0.1 -0.1
H -0.070 1.142 -0.030 0.0 -0.2 0.1
H 1.251 -0.642 -1.170 0.0 0.0 0.2
H 3.013 1.073 0.661 -0.1 0.0 -0.1
H 2.382 1.577 -0.926 0.0 -0.1 0.1
H 3.556 0.254 -0.818 -0.1 0.1 0.1
H 2.663 -1.869 0.154 -0.1 0.0 0.1
```
Forces are in eV/Å.

Output
- Spin multiplicity: 1
- Lowest unoccupied orbital energy: 0.912 eV
- Gap between HOMO and LUMO: 8.5 eV
- Total charge: 0
- Total energy: -8492.588 eV